Below is a structure of composition C18H14Cl5NO2PdSe2Te2 at a distorted geometry, with properties calculated with ωB97M-V with the def2-TZVPD basis set.

CARTESIAN COORDINATES (ANGSTROEM)
O1 0.0567 -1.3481 -1.3613
N1 1.6857 -1.1452 1.3046
C1 -1.5389 -0.6551 2.2728
Te1 0.1581 2.0699 -2.8098
C2 1.0883 -1.9518 -1.7816
Se1 0.3155 2.2620 1.3791
O2 2.2918 -1.7056 -1.6048
Pd1 0.1753 0.5042 -0.0888
H1 4.6382 -1.0281 -0.4040
C3 4.5871 -0.9654 3.0708
Cl1 -0.2519 -0.3466 3.3900
C4 4.3833 0.9859 1.4861
C5 1.4278 -4.6361 -4.4443
H2 -0.6615 -3.9674 -1.2705
Cl2 -5.2079 -1.1253 -0.2797
H3 5.6472 -0.7693 3.2487
H4 -0.8658 -6.1402 -2.4580
Te2 -1.5370 3.4308 0.2738
C6 0.5655 -5.6152 -3.9669
Se2 1.9732 1.3049 -1.3676
C7 0.8213 -3.2030 -2.6056
C8 -3.7956 -1.4527 1.9976
H5 4.8856 -2.3627 0.7192
H6 0.4773 -6.5610 -4.4906
H7 6.0647 -1.0318 0.6641
C9 -2.6280 -0.4093 0.1808
Cl3 -5.2083 -2.2200 2.6389
H8 2.2411 -2.6735 -4.1134
C10 -1.4408 -0.2445 0.9302
H9 4.0964 1.2971 0.4819
C11 -2.6794 -1.2637 2.7953
H10 3.7651 1.5328 2.1996
C12 4.1995 -0.5263 1.6514
C13 -3.7837 -0.9858 0.6916
Cl4 -2.7230 -1.7878 4.4476
C14 -0.0682 -4.1696 -2.1535
H11 4.3958 -2.0308 3.2057
C15 2.7903 -0.8711 1.4554
H12 2.0031 -4.8119 -5.3465
H13 5.4300 1.2591 1.6459
C16 5.0042 -1.2862 0.5896
C17 1.5611 -3.4375 -3.7595
Cl5 -2.6601 0.1758 -1.4384
C18 -0.1857 -5.3795 -2.8245
H14 4.0006 -0.4166 3.8088

Results
* gap between HOMO and LUMO (alpha / beta): 4.6 / 4.7 eV
* total charge: -2
* LUMO (alpha / beta): 3.85 / 3.86 eV
* ΔE to the lowest compared entry with this formula, charge and spin: 56.3 kcal per mole
* maximum force: 0.06648 Eh/bohr
* 2S+1: 1

---

Below is a structure of composition C18H14N15O4SSbSe5Tc at a distorted geometry, with properties calculated with ωB97M-V with the def2-TZVPD basis set.

CARTESIAN COORDINATES (ANGSTROEM)
N1 0.2473 2.0212 1.3495
N2 2.0993 1.7128 -2.5176
N3 -0.2599 -1.8419 -4.0571
H1 -0.8397 5.7963 -1.8252
N4 -1.9799 0.7010 -2.6815
N5 1.2239 3.2468 -1.1234
C1 1.2047 -2.8734 3.6658
C2 0.5220 -2.0191 2.8105
C3 -0.2045 4.9438 -2.0325
C4 1.3139 -0.9623 2.0519
H2 -2.0931 -2.1445 -5.1763
Sb1 5.4648 0.6189 1.4559
N6 -1.9388 1.1876 0.7354
N7 -0.7192 0.8049 -2.5051
N8 -1.4946 2.7855 2.4396
C5 -0.8745 -3.8988 4.3120
N9 0.6673 2.9403 2.2634
Se1 3.4331 0.2295 -0.3285
C6 -1.0830 1.9773 1.4892
C7 0.7221 3.3262 -3.5669
C8 1.3740 2.8077 -2.3794
Tc1 1.3640 1.2564 -0.1975
H3 -1.4034 -1.4254 2.0467
C9 -1.6090 -2.1295 -4.2156
N10 -3.0125 -3.0940 3.3860
H4 -2.0743 -1.7945 -0.2940
O1 2.3789 -0.5965 2.5216
H5 0.2860 4.6664 0.0634
C10 -1.6931 0.9989 -0.6149
O2 0.7455 -0.5778 0.9725
S1 1.6004 -1.4853 -2.1098
N11 -0.4740 0.9863 -1.1768
C11 -1.5387 -3.0284 3.4652
C12 -1.1840 -2.3194 -0.6390
N12 -0.3584 3.3748 2.8994
H6 -0.3066 -1.8924 -0.1525
H7 -3.0930 -2.5945 -2.6545
H8 -2.9127 1.2972 0.9686
Se2 5.8452 -0.0997 3.7361
C13 0.4189 4.3270 -0.9550
H9 -1.4496 -4.6128 4.8847
O3 -3.5747 -2.3970 2.5711
C14 -2.0979 -2.3542 -2.9886
H10 0.3682 -1.4946 -4.7566
N13 0.8798 2.5949 -4.6716
Se3 1.8158 1.1335 -4.2107
H11 1.0392 -4.5023 5.0562
H12 2.2765 -2.7580 3.7559
N14 -1.0577 -2.1765 -2.0793
C15 -0.0706 4.4711 -3.3502
C16 -0.8573 -2.0926 2.7001
H13 -1.2581 -3.3752 -0.3659
O4 -3.5961 -3.8542 4.1407
Se4 7.2087 2.1662 0.8318
C17 0.5047 -3.8264 4.3985
N15 -2.6441 0.8172 -1.5003
H14 -0.6091 4.9262 -4.1718
C18 0.0731 -1.8265 -2.7391
Se5 3.2847 1.9322 1.0657

Results
* gap between HOMO and LUMO (alpha / beta): 5.2 / 5.5 eV
* total charge: -2
* LUMO (alpha / beta): 3.31 / 3.03 eV
* ΔE to the lowest compared entry with this formula, charge and spin: 0.0 kcal per mole
* maximum force: 0.08312 Eh/bohr
* 2S+1: 4

---

Below is an isolated molecule of C18H14N2O4 at a distorted geometry, with properties calculated with ωB97M-V with the def2-TZVPD basis set.

CARTESIAN COORDINATES (ANGSTROEM)
H1 -0.9746 -2.1379 -0.3615
C1 5.2433 0.3950 -0.0153
H2 -7.2288 -0.3538 1.4812
N1 5.4184 -0.9213 -0.0499
C2 7.7753 -0.5669 0.0222
C3 3.8442 0.9166 -0.0345
H3 8.4370 1.4764 0.1000
C4 -5.0330 0.5186 -0.2163
C5 -0.4559 -1.1951 -0.2666
H4 -3.0104 -1.1224 -0.2983
O1 -5.9175 1.3345 -0.1638
C6 -6.6021 -1.2300 -0.3805
C7 -1.1978 -0.0060 -0.1762
H5 6.7446 -2.4614 -0.0612
H6 -8.2077 -1.7270 0.9509
H7 -6.5732 -2.2039 -0.8737
H8 -6.5966 -2.0012 1.6331
C8 0.9174 -1.1783 -0.2376
N2 -3.2041 3.3807 0.0281
O2 3.5794 2.0923 -0.0034
C9 -7.1965 -1.3361 1.0161
O3 2.9686 -0.0924 -0.0922
H9 1.4005 2.1653 0.0716
C10 6.2985 1.3032 0.0390
C11 -0.4945 1.1969 -0.0536
C12 -2.6346 -0.1098 -0.2145
C13 7.5910 0.8062 0.0580
C14 0.8859 1.2237 -0.0229
C15 1.6014 0.0339 -0.1159
O4 -5.2402 -0.8007 -0.3398
H10 6.0865 2.3603 0.0649
H11 -1.0314 2.1278 0.0204
H12 1.4938 -2.0872 -0.3064
H13 8.7646 -0.9971 0.0355
C16 -3.5812 0.8574 -0.1637
C17 -3.3431 2.2453 -0.0574
H14 -7.1788 -0.5216 -0.9840
C18 6.6514 -1.3837 -0.0316

Results
* gap between HOMO and LUMO: 8.1 eV
* LUMO: -0.77 eV
* SMILES: CCOC(=O)/C(C#N)=C/c1ccc(OC(=O)c2ccccn2)cc1
* ΔE to the lowest compared entry with this formula, charge and spin: 11.1 kcal per mole
* maximum force: 0.02097 Eh/bohr
* 2S+1: 1

---

Below is a structure of composition C18H14N5O9Pd at a distorted geometry, with properties calculated with ωB97M-V with the def2-TZVPD basis set.

CARTESIAN COORDINATES (ANGSTROEM)
O1 -2.1656 -5.5023 0.2578
C1 6.0956 0.9278 -0.0274
H1 0.1788 -3.0211 -4.5398
H2 5.8928 4.3031 0.0433
H3 -4.6095 1.4830 0.7600
C2 -2.0998 2.3707 0.0503
N1 -0.7743 -5.4997 -4.4087
H4 -4.4874 1.3134 -0.9960
O2 0.9100 -1.0012 -4.0704
O3 -1.2810 -6.5877 -4.1834
H5 -4.3865 -0.1259 0.0354
C3 -0.9002 -4.0770 -0.9929
C4 -0.0113 -2.3848 -2.5239
O4 -0.3651 -5.1613 -5.5081
C5 3.8065 1.6370 0.2310
C6 5.5719 3.2686 0.0709
C7 4.7503 0.6208 0.1132
O5 -0.0706 -2.0662 -0.1306
C8 -1.0873 -4.9306 -2.0501
H6 -2.8095 3.1833 -0.0320
C9 -0.1313 -3.3118 -3.5490
C10 2.3665 1.2841 0.3268
C11 -0.7338 2.7313 0.1186
N2 -1.3725 -4.5623 0.2887
N3 1.5224 2.2780 0.3441
Pd1 0.0430 -0.0467 0.1011
C12 -0.6614 -4.5639 -3.3193
H7 0.2502 4.4985 0.8183
H8 6.8229 0.1318 -0.1327
H9 4.4078 -0.4052 0.1282
H10 -1.1968 4.8084 -0.1830
O6 -1.9580 -0.0035 0.0834
N4 0.4652 -1.1186 -2.9394
O7 -0.9439 -4.1028 1.3211
N5 0.2137 1.8514 0.3156
C13 -0.3089 -2.7545 -1.1408
H11 -1.5491 -5.8917 -1.8881
H12 7.5616 2.4902 -0.1535
C14 -0.3286 4.1678 -0.0438
C15 4.2276 2.9661 0.2086
C16 -4.1246 0.9272 -0.0426
H13 3.4838 3.7452 0.2955
H14 0.3294 4.2466 -0.9106
C17 -2.6203 1.0827 0.0398
O8 0.4143 -0.1382 -2.2061
C18 6.5103 2.2508 -0.0469
O9 2.0295 0.0344 0.3322

Results
* gap between HOMO and LUMO: 6.2 eV
* total charge: -1
* LUMO: 1.57 eV
* ΔE to the lowest compared entry with this formula, charge and spin: 13.6 kcal per mole
* maximum force: 0.04296 Eh/bohr
* 2S+1: 1

---

Below is an isolated molecule of C18H15BFN3O3S at a distorted geometry, with properties calculated with ωB97M-V with the def2-TZVPD basis set.

CARTESIAN COORDINATES (ANGSTROEM)
C1 -0.6749 0.9141 2.3728
H1 0.8507 0.8706 -2.8018
C2 -5.6909 -3.8812 3.3123
F1 -5.6906 -6.0883 4.0022
B1 2.1978 2.7085 -4.7974
N1 -0.3803 0.2249 -0.2932
O1 2.4642 2.7079 -6.2333
C3 1.5272 1.2119 -1.9703
C4 -3.1015 -3.7202 3.7639
H2 -3.6242 -1.1541 1.8686
C5 -1.0023 -0.5783 0.5310
N2 -5.0995 -2.8127 2.7202
C6 4.5027 2.8256 -3.9530
H3 -0.7386 1.1212 3.4522
C7 -3.7592 -4.8063 4.1328
O2 -1.0526 -1.6165 3.7791
H4 0.2702 2.7146 1.7423
O3 0.8663 3.0024 -4.4560
H5 1.7450 2.9434 -6.8722
H6 6.1120 1.8741 -1.2830
H7 6.3999 3.3172 -2.9661
C8 -1.7180 -1.3338 2.7853
C9 -3.8206 -2.7581 3.1315
H8 4.6167 3.3905 -4.8842
C10 3.9742 1.5893 -1.5168
H9 3.7953 1.1003 -0.5679
H10 0.3863 2.8685 -3.6399
C11 -1.1173 -0.2835 1.8634
N3 -3.0416 -1.7457 2.4567
H11 -6.7280 -4.0692 3.1034
C12 -0.1192 1.7575 1.4757
C13 3.2130 2.3813 -3.6233
C14 0.0295 1.4370 0.1617
H12 -3.2481 -5.5490 4.7196
H13 1.7083 0.2953 -1.4119
H14 -1.3107 -1.5489 0.1450
C15 5.5044 2.7390 -3.0025
C16 -5.0854 -4.8935 3.9118
H15 -2.0833 -3.5308 4.0090
S1 0.8012 2.5515 -0.9815
C17 5.2043 2.1511 -1.7872
C18 2.9176 1.6725 -2.3988

Results
* gap between HOMO and LUMO: 9.0 eV
* LUMO: 0.14 eV
* SMILES: O=C(Nc1ccc(F)cn1)c1ccc(SCc2ccccc2B(O)O)nc1
* ΔE to the lowest compared entry with this formula, charge and spin: 1.6 kcal per mole
* maximum force: 0.08608 Eh/bohr
* 2S+1: 1

---

Below is a structure of composition C18H15BrN3O8PdSSe at a distorted geometry, with properties calculated with ωB97M-V with the def2-TZVPD basis set.

CARTESIAN COORDINATES (ANGSTROEM)
N1 0.1339 2.7526 -0.8747
C1 0.4677 4.0505 -0.6278
O1 -1.9306 -3.3154 -1.5791
C2 1.0189 1.7929 -1.5335
C3 -2.8606 -2.5263 0.4981
C4 1.2951 -1.3755 2.3836
C5 2.4251 -1.2755 1.3998
H1 -2.3274 -3.3039 1.0276
H2 -2.9880 4.8587 1.0090
O2 7.0129 -1.2227 0.2326
H3 5.1083 -0.9195 -1.2554
H4 -4.7978 0.1883 -1.4486
H5 1.2940 2.1736 -2.5153
C6 -4.4207 -0.7211 0.4580
H6 0.5038 0.8452 -1.6356
C7 -2.7080 -2.4038 -0.8700
H7 1.9089 1.6453 -0.9286
C8 3.7402 -1.5456 1.7525
O3 6.4525 -2.1133 2.2436
H8 -3.2556 -1.3689 -2.6478
O4 0.2828 -3.1346 -0.5206
C9 4.3501 -1.0325 -0.4922
N2 -1.5287 3.6420 0.1560
O5 -0.3293 -1.5246 -2.2200
H9 3.9844 -1.8569 2.7575
C10 -1.0918 2.4665 -0.3651
C11 3.0140 -0.8018 -0.7561
C12 -0.5761 4.6122 0.0312
H10 -3.8569 -1.7730 2.2403
C13 -2.8320 3.8046 0.7969
N3 2.0713 -0.8856 0.1838
C14 4.7379 -1.3997 0.7946
C15 6.2262 -1.6056 1.1278
H11 -0.7169 5.6114 0.4025
Br1 -5.5763 0.4811 1.3764
H12 2.6783 -0.5377 -1.7565
O6 0.0043 -3.8881 -2.8624
O7 1.5181 -1.5341 3.5636
H13 -3.6125 3.4402 0.1355
C16 -3.7384 -1.6855 1.1699
Pd1 -0.3641 -1.0492 -0.0210
H14 1.4012 4.4754 -0.9530
C17 -4.2623 -0.5821 -0.9111
Se1 -1.2890 1.0076 0.8110
S1 -0.3548 -2.9747 -1.8412
C18 -3.4012 -1.4351 -1.5775
O8 0.0537 -1.2858 1.9206
H15 -2.8644 3.2299 1.7209

Results
* gap between HOMO and LUMO (alpha / beta): 6.3 / 6.2 eV
* total charge: -1
* LUMO (alpha / beta): 1.38 / 1.26 eV
* ΔE to the lowest compared entry with this formula, charge and spin: 33.5 kcal per mole
* maximum force: 0.04500 Eh/bohr
* 2S+1: 1